# 1
The following is a quantum chemistry calculation of a molecular structure, C22H23N2O4Se2SnTe in a non-equilibrium geometry, from the OMol25 dataset.

Summary:
- E_LUMO (eV) = 1.7
- HOMO (eV) = -3.945
- Kohn-Sham gap (eV) = 5.612
- charge = -1
- energy relative to the best compared isomer or geometry (same formula, charge and spin) (kcal/mol) = 5.1

Geometry (Å):
Sn  -0.254  -0.167  -0.794
C  -2.156  2.357  1.286
O  -1.008  1.545  1.324
C  0.170  2.071  1.729
C  0.340  3.332  2.279
C  1.586  3.731  2.737
C  2.678  2.885  2.642
C  2.525  1.631  2.083
C  1.277  1.209  1.636
N  1.078  -0.054  1.100
N  1.862  -0.951  1.537
C  1.804  -2.246  1.241
C  0.652  -2.880  0.686
O  -0.350  -2.234  0.270
C  0.601  -4.313  0.702
C  1.651  -5.063  1.101
C  2.844  -4.459  1.588
C  3.952  -5.232  1.960
C  5.095  -4.638  2.435
C  5.156  -3.250  2.550
C  4.088  -2.470  2.183
C  2.907  -3.051  1.694
H  -2.454  2.664  2.293
H  -1.998  3.236  0.656
H  -2.930  1.737  0.836
H  -0.493  4.013  2.355
H  1.693  4.710  3.184
H  3.644  3.207  3.003
H  3.361  0.955  1.976
H  -0.314  -4.746  0.326
H  1.608  -6.143  1.048
H  3.904  -6.307  1.856
H  5.950  -5.240  2.709
H  6.060  -2.784  2.919
H  4.150  -1.393  2.253
O  -1.116  0.744  -5.284
C  -0.050  0.320  -4.472
C  0.928  1.449  -4.080
C  1.515  1.928  -5.433
O  2.402  3.018  -5.400
C  2.060  0.944  -3.183
Se  1.840  -0.807  -2.299
C  0.187  2.609  -3.424
Se  -0.049  2.581  -1.479
H  -1.887  0.886  -4.721
H  0.510  -0.439  -5.034
H  -0.441  -0.154  -3.568
H  0.672  2.135  -6.108
H  2.098  1.109  -5.863
H  1.942  3.782  -5.033
H  2.252  1.660  -2.378
H  2.984  0.830  -3.753
H  -0.806  2.724  -3.857
H  0.729  3.546  -3.573
Te  -2.745  -0.670  -1.448



# 2
The following is a quantum chemistry calculation of a molecular structure, C22H24AlClI2O2P2 in a non-equilibrium geometry, from the OMol25 dataset.

Summary:
- E_LUMO (eV) = -9.0
- HOMO (eV) = -13.846
- Kohn-Sham gap (eV) = 4.891
- charge = +2
- energy relative to the best compared isomer or geometry (same formula, charge and spin) (kcal/mol) = 35.6

Geometry (Å):
I  5.035  1.193  -3.633
I  4.930  -1.515  -3.833
Al  -0.526  -1.114  -1.651
P  -0.670  -0.277  -4.323
C  0.555  -0.051  -5.630
C  -1.726  -1.533  -5.081
H  -2.458  1.331  -3.936
H  -1.995  1.113  -5.664
H  -0.954  2.102  -4.597
C  -1.623  1.234  -4.638
H  -2.637  -1.679  -4.490
H  -1.954  -1.131  -6.073
H  -0.042  -0.009  -6.552
H  1.251  -0.897  -5.649
H  -1.160  -2.469  -5.181
H  1.084  0.897  -5.474
C  1.049  -0.291  -2.570
O  2.135  0.110  -2.653
Cl  -2.626  -0.678  -1.771
O  -0.051  -1.048  0.130
P  0.079  -0.225  1.468
C  1.723  0.542  1.486
C  2.670  0.145  2.458
C  3.903  0.790  2.577
C  4.236  1.786  1.654
C  3.447  1.935  0.503
C  2.174  1.355  0.431
C  -1.465  0.725  1.616
C  -2.418  0.370  2.595
C  -3.603  1.095  2.701
C  -3.998  1.921  1.647
C  -3.081  2.255  0.646
C  -1.792  1.715  0.664
C  0.039  -1.245  2.936
C  -0.253  -2.599  2.815
C  -0.353  -3.398  3.960
C  -0.259  -2.817  5.227
C  0.068  -1.460  5.374
C  0.228  -0.678  4.222
H  2.429  -0.681  3.131
H  4.602  0.518  3.372
H  5.116  2.418  1.809
H  3.833  2.514  -0.338
H  1.524  1.518  -0.433
H  -2.226  -0.475  3.268
H  -4.235  0.989  3.581
H  -5.018  2.304  1.603
H  -3.369  2.929  -0.157
H  -1.026  2.042  -0.052
H  -0.387  -3.034  1.817
H  -0.540  -4.473  3.853
H  -0.397  -3.428  6.128
H  0.216  -1.015  6.366
H  0.515  0.372  4.341



# 3
The following is a quantum chemistry calculation of C22H24Br2N4O4 in the gas phase in a non-equilibrium geometry, from the OMol25 dataset.

Summary:
- structure (SMILES) = NC(=O)C[C@@H](NC(=O)Cc1ccc(Br)cc1)c1ccc(N2CCC(Br)CC2)c([N+](=O)[O-])c1
- E_LUMO (eV) = -0.2
- HOMO (eV) = -7.997
- Kohn-Sham gap (eV) = 7.841
- charge = 0
- energy relative to the best compared isomer or geometry (same formula, charge and spin) (kcal/mol) = 5.6

Geometry (Å):
N  -3.111  -0.161  4.332
C  -2.844  0.805  3.431
O  -2.022  1.673  3.655
C  -3.688  0.740  2.164
C  -2.952  1.195  0.897
N  -2.372  2.508  1.108
C  -2.194  3.400  0.118
O  -2.771  3.362  -0.948
C  -1.077  4.403  0.426
C  0.129  3.621  -0.008
C  0.513  3.639  -1.344
C  1.496  2.787  -1.810
C  2.090  1.906  -0.924
Br  3.383  0.681  -1.579
C  1.747  1.881  0.415
C  0.764  2.743  0.866
C  -1.841  0.262  0.453
C  -1.362  0.337  -0.859
C  -0.339  -0.469  -1.283
C  0.308  -1.420  -0.454
N  1.134  -2.325  -1.046
C  2.142  -3.146  -0.409
C  3.434  -3.152  -1.233
C  3.209  -3.546  -2.680
Br  2.763  -5.470  -2.798
C  2.084  -2.720  -3.279
C  0.852  -2.811  -2.385
C  -0.085  -1.366  0.907
N  0.533  -2.015  2.019
O  1.745  -1.941  2.140
O  -0.198  -2.539  2.839
C  -1.165  -0.572  1.309
H  -3.747  -0.916  4.149
H  -2.588  -0.176  5.193
H  -4.071  -0.270  2.015
H  -4.536  1.412  2.322
H  -3.672  1.291  0.074
H  -1.870  2.589  1.986
H  -1.048  4.651  1.485
H  -1.210  5.300  -0.175
H  0.020  4.308  -2.032
H  1.785  2.796  -2.850
H  2.226  1.190  1.091
H  0.487  2.719  1.909
H  -1.800  1.048  -1.543
H  0.011  -0.355  -2.296
H  1.769  -4.174  -0.294
H  2.398  -2.755  0.572
H  3.861  -2.147  -1.229
H  4.146  -3.826  -0.756
H  4.127  -3.449  -3.260
H  1.837  -3.068  -4.283
H  2.424  -1.684  -3.340
H  0.557  -3.868  -2.303
H  0.014  -2.277  -2.826
H  -1.427  -0.628  2.353



Question: Among the records above, which one has the lowest charge?
Answer: C22H23N2O4Se2SnTe